1.
{
  "formula": "C42H69IN6O",
  "method": "ωB97M-V/def2-TZVPD",
  "energy_ha": -2342.75827,
  "lumo_ha": -0.03371,
  "charge": 0,
  "orbital_gap_ha": 0.26341,
  "smiles": "[H]/N=C(\\N)NCCCCc1c(C)c(CCN(CC)C(C)=O)c(Cc2ccccc2)c2ncc(C[C@@H](C)I)nc12.CCCCCC.CCCCCC",
  "symbols": ["H", "H", "H", "H", "H", "N", "H", "C", "C", "H", "C", "C", "H", "C", "H", "H", "C", "C", "H", "H", "C", "C", "C", "C", "N", "H", "H", "C", "C", "C", "C", "H", "H", "C", "H", "C", "C", "C", "I", "H", "H", "H", "H", "H", "H", "C", "H", "C", "H", "H", "C", "N", "C", "H", "H", "C", "H", "H", "H", "C", "C", "H", "H", "C", "H", "C", "H", "O", "C", "H", "H", "H", "H", "H", "H", "H", "H", "C", "H", "C", "C", "H", "C", "C", "H", "H", "C", "H", "C", "H", "H", "H", "N", "H", "H", "H", "C", "H", "N", "H", "H", "H", "C", "H", "H", "H", "H", "C", "C", "N", "H", "H", "C", "H", "C", "H", "H", "H", "H"],
  "xyz": [[3.8818, -6.1920, 2.9328], [-1.7787, -1.0699, -1.2966], [5.2531, -5.5303, 0.0180], [-0.5265, 4.3043, -1.2138], [8.1345, -5.7468, 2.6064], [1.2650, 5.5054, -1.7233], [-4.3724, -1.6422, -5.4263], [-0.1722, 2.8463, 1.2047], [4.3592, -6.1573, 0.0921], [-3.6454, -2.2623, 0.4204], [-8.0422, 1.5621, 1.6270], [-5.1884, 2.5557, 0.1119], [4.2508, -6.6521, -0.8795], [-3.1544, 0.0716, -5.8426], [0.1732, 0.7018, -4.9458], [3.5808, 3.7014, -1.0962], [4.5453, -7.2338, 1.1621], [-1.2659, -2.0652, 0.6289], [2.0011, 3.4667, 1.1868], [0.0171, -1.0098, -0.9077], [-2.7251, -2.3238, -6.6078], [1.9062, 4.2580, -2.1444], [-6.6472, 3.2585, 0.0503], [-1.3409, 1.0670, -3.4812], [-3.7630, 0.3616, -0.4202], [-1.9267, -5.3591, 3.4827], [1.6239, -0.1864, 0.0950], [7.3120, -6.4431, 2.4227], [-0.0127, 1.3522, 0.6780], [-1.7131, 0.5775, -5.9557], [-2.8590, 2.6590, 0.5956], [-7.9068, 0.4130, 1.6166], [4.1794, 0.1332, 4.6218], [4.4212, 2.9195, 2.7008], [2.2259, -5.8848, 0.3668], [3.3725, 1.8659, 3.3372], [-0.0770, -2.7329, 1.4198], [-1.8409, 4.9953, 1.6025], [-9.7032, 3.4251, -0.1638], [5.3815, -7.8781, 0.8691], [4.6344, 2.6029, 1.6249], [-3.6711, 0.2900, -6.7848], [1.6724, 5.7392, -0.7952], [7.4726, -7.3269, 3.0465], [-1.4084, 2.1440, -3.6554], [-2.9308, -3.8167, 1.9731], [-2.8648, 4.9639, 2.1461], [-0.7494, 6.3963, -0.4362], [0.0470, 6.6595, 0.3442], [-3.1921, -2.1265, -7.5768], [-0.2181, 5.3581, -1.5669], [3.4038, 4.2035, -1.9881], [-1.7480, -4.4871, 2.7593], [-3.6819, 0.6457, -5.0730], [-0.7089, 5.5623, -2.5906], [-2.1024, 5.9160, 0.2858], [3.6601, -7.8795, 1.1744], [-2.3261, 0.7044, -3.1743], [7.3638, -6.7464, 1.3742], [3.1365, -5.2809, 0.3242], [1.0345, 3.7345, 1.7678], [1.0241, -2.4351, 1.2735], [-3.9769, -4.2568, 2.1827], [-0.3134, -3.9175, 2.4585], [-1.0089, 5.3919, 2.2734], [4.2839, -1.7576, 3.4324], [4.3617, -1.8866, 2.2967], [2.7659, 2.2471, 4.3910], [-2.7120, 1.2058, 0.0827], [4.9047, -7.5739, 3.2499], [-1.7412, 1.6510, -6.1736], [-7.8415, 1.4747, -0.6904], [-6.6924, 3.9383, -0.8676], [-2.6999, 6.8666, 0.5721], [-1.2310, 0.1092, -6.8211], [-5.9274, 0.5433, -0.7712], [0.5918, -4.3856, 2.9783], [1.7431, 0.3190, 2.3010], [1.9827, 2.4752, -2.8829], [-7.8663, 2.2233, 0.1701], [-0.8387, 0.3444, -4.7231], [-1.0062, 7.3810, -0.9907], [-3.3049, -1.4182, -5.5300], [4.7803, -6.7124, 2.5832], [1.1858, 3.6279, 2.9075], [3.0263, -4.5628, -0.4931], [5.9815, -5.7800, 2.7508], [5.3272, -1.7569, 3.9164], [1.4647, 0.7245, 0.7671], [3.9460, 3.9590, 2.8003], [-0.7461, -0.7263, -4.5144], [5.3864, 2.9520, 3.3311], [-4.1195, 3.3523, 0.6219], [1.0663, 0.9352, 2.9952], [-1.6457, -2.1884, -6.7106], [-6.6963, 3.9474, 0.9805], [-2.6973, -2.6499, 0.9493], [6.0109, -5.4401, 3.7920], [1.2930, 3.2060, -2.6508], [2.5424, -0.6926, 4.5145], [-7.3526, 2.0571, 2.4105], [5.8573, -4.8815, 2.1384], [-4.9872, 1.0967, -0.3911], [-2.9042, -3.3721, -6.3544], [-2.7329, 5.3607, -0.5049], [3.2159, -4.7120, 1.2546], [2.2430, 1.5209, 0.4444], [-1.2527, 0.5776, 0.1163], [-1.5947, 3.4602, 1.1250], [3.1642, 0.5045, 2.7424], [1.4849, -0.7924, 2.4742], [3.8090, 3.6770, -2.7832], [3.4791, -0.4371, 3.8953], [-9.1171, 1.7713, 2.0021], [-1.0259, -0.9052, -0.4426], [-0.6539, 0.9031, -2.6465], [3.6809, -2.6642, 3.8312], [0.8854, 4.8682, 1.5761], [-2.8468, -1.6552, -4.5648]]
}

---

2.
{
  "formula": "C42H70BN8P2Pt",
  "method": "ωB97M-V/def2-TZVPD",
  "energy_ha": -2906.42163,
  "lumo_ha": [-0.26189, -0.41595],
  "charge": 3,
  "orbital_gap_ha": [0.32278, 0.18226],
  "s2": 6.04,
  "multiplicity": 5,
  "symbols": ["C", "H", "C", "H", "C", "C", "C", "C", "H", "H", "C", "N", "C", "C", "C", "C", "H", "H", "C", "H", "H", "C", "H", "H", "H", "H", "H", "N", "C", "H", "C", "H", "C", "N", "C", "C", "H", "C", "H", "H", "H", "C", "H", "C", "H", "H", "H", "N", "H", "C", "H", "H", "H", "H", "H", "H", "B", "H", "H", "C", "H", "H", "H", "C", "P", "H", "C", "H", "P", "H", "H", "H", "H", "H", "C", "H", "H", "H", "C", "H", "H", "H", "C", "N", "C", "N", "N", "H", "C", "H", "C", "H", "C", "H", "C", "H", "Pt", "C", "C", "C", "H", "H", "H", "H", "C", "C", "H", "H", "H", "H", "C", "C", "H", "C", "H", "H", "N", "H", "C", "H", "H", "H", "H", "H"],
  "xyz": [[2.0084, -1.4079, -5.8150], [-2.8370, -3.6928, 2.4111], [3.1914, -2.2803, -1.4396], [3.4250, 2.6629, 0.6042], [3.4899, 0.4626, -1.9670], [-5.8909, 1.4750, -0.5108], [0.2482, -1.4936, -3.6664], [0.1395, 2.6363, 1.7410], [-4.8012, 1.8742, 2.8619], [-5.9293, -1.2532, 0.9574], [5.0371, -1.1049, 2.7215], [1.6108, -0.4495, 1.5939], [3.5598, -0.9483, 2.6088], [-0.2033, -3.6342, 1.4148], [-2.0238, 2.7869, 2.2650], [-2.5266, -1.1208, -2.8997], [5.3017, -1.3978, 3.7340], [-1.5927, -5.2951, 1.7971], [2.3230, 2.7260, 2.9799], [2.6598, -1.3705, 4.5658], [-3.6156, 0.0445, 3.8017], [-3.5390, 1.9100, -1.5110], [0.3456, -2.0554, -7.0104], [-4.1383, 3.3626, 0.6730], [-4.8371, 4.6487, 1.6663], [-3.9525, 2.2688, 4.3625], [-3.9233, 0.9765, 1.1795], [-1.8184, 1.6623, 1.5302], [2.5520, -1.0937, 3.5300], [-6.6404, -1.2267, 2.5598], [-0.8009, 3.3936, 2.4290], [-3.1248, 2.9635, -3.4712], [-5.7757, -0.9065, 1.9792], [-1.3176, -1.3627, 0.7323], [-1.4563, 1.9609, -2.4521], [1.0840, -3.4293, 0.6495], [-5.0384, -0.7006, 4.5392], [-1.2067, -3.4104, -2.0655], [3.5688, -2.2929, -0.4191], [4.0303, -2.2562, -2.1378], [1.2060, 2.0624, -1.8972], [-3.9120, 4.1281, 1.4184], [-4.8289, 4.0579, -2.6231], [-2.5352, -2.8148, 1.8672], [1.7796, -4.2329, 0.8938], [-5.1653, 3.3639, 3.7199], [-3.4980, -1.5640, 4.5105], [-1.4431, 1.2311, -1.3121], [-5.2323, 1.6254, -2.5211], [-3.2674, -1.6597, 1.7694], [0.9047, -3.4654, -0.4194], [-5.1392, 4.1950, -0.8913], [2.0791, 1.6345, 0.1010], [-5.7982, 1.9646, 0.4577], [5.5501, -0.1683, 2.4968], [1.8389, 3.2098, 3.8281], [-2.8253, 0.7473, 0.8161], [-0.6085, 4.3067, 2.9694], [1.5246, 4.1531, 1.6472], [1.5741, -1.1049, -3.4574], [-1.2147, -2.1336, -5.1216], [-6.9262, 1.5766, -0.8343], [-1.8416, -3.5832, -1.1972], [1.3580, -0.7447, 2.8799], [-0.8951, -1.6317, -2.2716], [-4.7851, -2.5620, 2.7985], [-4.1459, -0.8947, 3.9440], [-0.2865, -3.9780, -1.9719], [2.1842, -0.8001, -1.7688], [-0.3486, -1.6040, 3.8490], [0.1194, 3.2457, -5.2151], [-3.2204, -1.0449, -2.0613], [2.1411, 3.3197, -0.4051], [5.4101, -1.8712, 2.0406], [-0.1885, -1.8345, -4.9482], [0.1265, -0.0246, 4.4392], [-0.1336, 1.1305, -3.8524], [1.7587, 2.6083, -3.4900], [-0.7443, 3.0451, -4.5837], [-5.7644, 0.1795, 1.9975], [2.6997, -1.3745, -6.6465], [-3.2197, 4.8454, 0.9756], [-0.7295, -5.0590, 1.1808], [-2.5334, -0.7666, 1.0388], [2.3493, 2.6449, 0.4231], [2.9588, -0.5650, 1.4638], [-2.7145, 1.2208, -0.7314], [-2.8978, -1.8964, -3.5690], [-5.3514, 3.6069, -1.7814], [-1.0034, -5.2280, 0.1390], [0.0217, -0.6277, 3.5360], [0.0531, -5.7728, 1.4362], [0.9368, 2.6451, -2.7752], [-6.4181, 3.6686, -1.9876], [2.4492, -1.0726, -4.5439], [4.1979, 0.1006, -2.7120], [0.1862, -0.0600, -0.2120], [-1.3093, -2.6045, 1.2553], [-4.3614, 2.6824, 3.4415], [0.6891, -1.7896, -6.0196], [2.3433, 1.6584, 3.1753], [3.4176, -0.2489, 0.6291], [-0.7091, -0.1549, 2.8956], [3.0919, 1.4201, -2.2832], [-2.7420, 2.4084, -2.6316], [1.5873, 3.0630, 1.6776], [-1.1052, 4.0052, -4.2086], [-2.9762, 4.2656, 3.3298], [4.0599, 0.6113, -1.0505], [3.4852, -0.7875, -4.4209], [-5.0037, 2.1153, -1.5529], [-0.3298, 2.1243, -3.4326], [0.8069, 3.6829, -2.4631], [-4.5268, -1.5214, 2.5947], [-1.5134, 2.6034, -5.2191], [1.5627, -2.4866, 0.8906], [-0.4868, 1.5791, 1.1909], [3.3492, 3.0920, 2.9328], [-3.3120, 3.4666, 2.6661], [-2.4808, -0.1811, -3.4412], [-5.6752, 0.4185, -0.3976], [2.6185, -3.1826, -1.6205], [-1.7271, -3.7473, -2.9641], [0.0498, -3.5787, 2.4793]]
}

---

3.
{
  "formula": "C42H71N2O4OsP2S2Si4Te",
  "method": "ωB97M-V/def2-TZVPD",
  "energy_ha": -5049.16927,
  "lumo_ha": [-0.17880, -0.17877],
  "charge": 1,
  "orbital_gap_ha": [0.18041, 0.18044],
  "de_lowest_kcal_mol": 54.73,
  "symbols": ["H", "H", "H", "H", "H", "C", "C", "C", "C", "C", "S", "H", "H", "H", "C", "H", "H", "H", "C", "H", "C", "S", "P", "Os", "C", "H", "H", "C", "C", "C", "O", "C", "O", "C", "C", "Si", "Si", "H", "H", "C", "H", "P", "C", "H", "H", "H", "C", "H", "H", "H", "Si", "H", "C", "C", "N", "H", "C", "C", "H", "H", "H", "H", "H", "H", "H", "H", "H", "H", "H", "H", "H", "C", "H", "H", "C", "H", "C", "C", "C", "H", "C", "C", "H", "H", "C", "C", "C", "H", "C", "C", "C", "H", "Si", "H", "C", "H", "H", "C", "C", "O", "C", "H", "H", "H", "H", "H", "H", "C", "H", "H", "C", "H", "H", "H", "Te", "H", "H", "H", "C", "H", "H", "H", "H", "O", "H", "N", "H", "H", "H"],
  "xyz": [[-4.8736, 5.8129, -0.6294], [-6.9808, 1.0316, -2.9358], [2.2584, 1.0495, -1.1414], [3.8647, 2.5181, 0.0073], [-0.7657, -1.4342, 5.2320], [0.0844, 3.1179, 0.4225], [2.8479, -5.4989, -1.7943], [0.3104, -1.5255, 5.3814], [-6.2264, 1.7740, -2.6490], [0.5941, 1.3419, 3.5792], [-0.6387, 1.1158, -1.3430], [-0.9802, 3.2627, 0.5429], [0.5095, -2.1376, 6.2610], [-1.9325, 2.2482, -4.7562], [-4.7004, 2.6022, 1.7218], [-1.8865, -3.7158, -0.4962], [-1.2708, -5.0606, 3.0623], [1.7099, -4.7967, 1.2601], [6.1669, -2.3431, 0.1568], [2.7643, -3.1514, 5.3582], [0.3011, -1.7397, -1.3461], [5.1624, -0.2492, 1.7672], [1.0622, -2.2838, 3.9047], [0.5428, -1.2918, 1.8452], [2.6817, 0.6547, 2.6849], [1.1333, -4.6875, 3.6436], [2.7336, -6.3400, -2.4802], [3.3134, 1.7334, 3.3157], [2.3629, 3.7460, 0.9232], [-0.0504, -1.3384, -2.7856], [0.5129, -0.7752, -0.4978], [0.7451, -0.1318, -3.3108], [-1.9419, 1.0180, 0.3448], [1.2063, 2.4227, 4.1935], [3.4301, -0.2957, 1.8900], [-3.8996, 3.8177, 0.5287], [-4.7113, 0.9166, -1.9356], [-2.0970, 4.3910, 2.1904], [5.8839, -4.5410, -3.1386], [4.8197, -4.7810, -3.1339], [-4.5294, -0.4797, -4.0000], [-0.3511, -3.5103, 1.3835], [3.7968, -2.0758, 0.5784], [4.6637, -5.6392, -3.7909], [-3.3355, 5.6471, 2.1054], [-4.5616, 5.7902, -4.6419], [3.5149, -3.1882, -0.2201], [1.8005, -0.2854, -3.0554], [-2.1205, -4.9924, 0.7120], [-0.4732, 1.2125, 3.7161], [-3.1046, 4.0820, -3.5694], [-5.9373, 4.4154, -0.8197], [0.6788, -4.9561, 0.9446], [-0.8468, -4.0547, 3.0889], [2.8636, -1.2822, 1.2439], [-1.4873, 5.8008, -4.3965], [2.8002, 2.6939, 0.1223], [1.9003, 1.8684, -0.5305], [-3.0325, 0.4158, -3.7220], [0.1003, -2.2109, -3.4124], [4.3238, 4.2110, 1.6834], [-3.6447, 2.2798, -5.2102], [6.1818, -6.1281, -1.1720], [-2.0109, 6.1621, -2.7480], [3.4692, 5.5757, 0.9621], [-1.6226, -3.3795, 3.4631], [-2.7488, -3.3531, 1.0172], [0.6296, 4.7436, 1.7014], [-5.5011, 4.3518, -4.2545], [4.2746, -3.9268, -3.5420], [4.9025, -7.1904, -1.7608], [1.3056, 0.4248, 2.7838], [-1.1115, -1.0670, -2.7995], [2.9921, 4.9970, 2.5566], [-4.7134, 5.0132, -3.8855], [4.8043, -6.5135, -0.1285], [2.5781, 2.6234, 4.0679], [-1.7229, 5.3549, -3.4263], [-1.9346, -3.9274, 0.5700], [3.0640, 3.4566, 4.5589], [4.5491, -3.8841, -0.8255], [-5.2792, 4.9361, -0.1164], [2.4800, -5.8137, -0.8168], [-5.9851, 2.3603, -3.5375], [0.9905, 3.9374, 1.0720], [2.7725, -2.5397, 4.4576], [-5.2125, -0.1010, -0.4356], [0.8653, 1.9185, -2.9260], [0.5368, 2.0914, -0.3914], [0.3701, -3.9865, 3.9895], [3.3455, 4.6799, 1.5748], [4.3867, 1.8556, 3.2134], [-3.1642, 2.8946, -1.5107], [-3.3937, -1.0312, -2.7641], [-2.7444, 4.9492, 1.5065], [0.7221, -0.5270, 5.5273], [6.6902, -3.9658, -1.0937], [5.1140, -1.6595, 0.7565], [5.8700, -3.4393, -0.6226], [0.3586, -2.9387, -1.0743], [-2.7748, 2.9055, -4.9956], [0.6579, -5.0697, -0.1352], [-4.8939, 3.0742, 2.6887], [2.4762, -3.4663, -0.3514], [-5.0841, 5.5023, -2.9818], [-4.0608, 1.7327, 1.8906], [2.2275, -4.6774, -2.1611], [5.1051, -6.3030, -1.1573], [-5.9022, 5.2997, 0.7074], [-2.5248, 3.4493, -5.9102], [-3.8320, -0.1413, -3.2281], [0.1313, -4.2253, 5.0258], [-5.6544, 2.2462, 1.3272], [0.2819, -5.8521, 1.4230], [-1.8256, -0.3503, 1.6087], [7.1899, -2.0180, 0.2980], [3.2363, -1.5749, 4.6698], [-6.6899, 2.4417, -1.9181], [4.3223, -5.1053, -1.7165], [0.6123, 3.1094, 4.7854], [3.3491, -3.0390, 3.6767], [-6.0644, 0.3441, 0.0812], [-0.8097, 4.8969, -3.0359], [-1.5602, 2.3680, -1.8094], [0.6733, -0.1006, -4.3980], [0.2284, 1.1440, -2.7892], [-4.3926, -0.1689, 0.2785], [-5.4904, -1.1198, -0.7230], [-2.1048, 5.5460, 0.8501]]
}